1.
Molecular formula: C10H16FeO10
Method: DFT, wB97M-V/def2-TZVPD

```
37
Properties=species:S:1:pos:R:3:forces:R:3:mulliken_spin:R:1
Fe -0.85088 -1.95289 -0.28318 -0.9578 -2.6301 0.5040 3.728
C -1.32465 -3.26911 1.91956 -2.5967 -1.5287 -6.7587 -0.012
O -0.56655 -3.62464 1.00258 11.1266 -1.5436 -3.9847 0.090
O -2.20786 -4.07829 1.85268 -7.0605 -5.1417 6.9559 0.028
O -1.57319 -2.07681 1.73468 -1.2738 9.6386 3.3988 0.050
C -1.31519 -3.66640 -2.15841 0.6500 -2.8656 7.1764 -0.016
O -1.19598 -4.85228 -1.87508 2.8334 -7.5210 -5.8150 0.032
O -0.42074 -2.82461 -2.06752 8.6541 5.3218 -5.1460 0.058
O -2.12410 -3.29827 -1.31905 -11.5326 6.2774 3.8049 0.074
O 0.90672 -0.89041 0.19959 4.3675 1.9272 -0.0365 0.032
C 2.11063 -0.70645 0.50936 -3.8453 -0.8324 0.3059 -0.045
O 2.88585 0.38256 0.17817 -0.3428 -0.3253 0.6406 0.001
C 2.39724 1.42003 -0.68043 -1.6081 -2.3985 -1.6693 -0.008
C 3.54475 1.98215 -1.40361 1.3580 1.2306 0.9806 0.000
C 2.73800 -1.63955 1.53435 0.1813 0.6433 -1.0791 -0.006
H 1.74010 2.16404 -0.23019 0.2453 -0.1185 0.5714 0.001
H 1.81675 0.92540 -1.45918 -0.6879 -0.1787 0.2600 0.002
H 3.21645 2.65705 -2.19405 0.1373 -0.0254 0.0122 0.000
H 4.26529 1.24367 -1.75515 -0.4067 -0.1376 -0.2097 0.000
H 4.04968 2.53359 -0.61047 0.6931 0.5801 -0.4037 0.000
H 2.05454 -1.61637 2.38314 0.2597 -0.0136 0.1550 -0.001
H 3.76114 -1.31255 1.71971 -0.0842 -0.0987 0.4342 0.000
H 2.72722 -2.66154 1.15554 -0.1751 0.0549 -0.0940 -0.003
O -1.66448 0.18129 -0.72804 0.1403 3.6664 -0.7543 0.013
C -1.93174 1.38035 -0.97266 -1.7361 -4.0290 1.7925 -0.016
O -2.31805 2.23961 -0.02122 0.2312 0.7449 1.4350 -0.002
C -2.32439 1.90725 1.43696 1.2713 -1.0800 -0.6981 -0.001
C -0.91906 2.02643 2.06912 -0.4262 1.4945 -1.0304 -0.002
C -2.40554 1.84764 -2.32639 0.5576 -0.3543 0.9619 0.002
H -2.60442 0.86947 1.61784 -0.2869 -0.1836 -0.5791 0.001
H -3.09283 2.53576 1.88706 0.3152 0.3171 -0.2682 0.000
H -1.05175 2.26237 3.12498 0.3251 -0.8762 0.1956 0.000
H -0.40095 2.91086 1.69838 -0.2381 0.5527 -0.2328 0.000
H -0.22872 1.24833 1.74341 -0.5128 -0.6462 0.7290 0.001
H -1.91818 1.09947 -2.95153 -0.2361 0.7392 -0.8974 0.000
H -2.28660 2.92600 -2.43179 0.6672 -0.1975 -0.5628 -0.001
H -3.48849 1.72686 -2.29915 -0.0066 -0.4623 -0.0945 -0.001
```
Positions in Å, forces in eV/Å.

Properties
E in a.u.: -2406.4526
Gap between HOMO and LUMO (spin up / spin down) in eV: 2.45 / 2.50
Total charge: -2
Multiplicity: 5
Expectation value of S²: 6.05
E_HOMO (spin up / spin down) in eV: 1.78 / 1.73

=====

2.
Molecular formula: C23H33NO6
Method: DFT, wB97M-V/def2-TZVPD

```
63
Properties=species:S:1:pos:R:3:forces:R:3:nbo_charge:R:1
C -1.34043 -3.29863 -1.90753 0.3537 -0.0508 0.2318 -0.631
C -0.05778 -3.93149 -1.38886 -0.1441 -0.1606 -0.5536 -0.078
H -0.24313 -4.93858 -1.00942 0.0743 0.1265 -0.0323 0.192
H 0.70199 -3.96311 -2.17639 -0.1093 -0.0778 0.1595 0.201
O 0.46003 -3.20216 -0.27380 -0.1797 -0.1343 0.2741 -0.496
C 1.32644 -2.22512 -0.51305 0.0855 0.0336 0.3196 0.831
O 1.73035 -1.92184 -1.60797 -0.0369 0.0261 -0.2512 -0.631
C 1.75006 -1.57635 0.79251 -0.1307 -0.1317 0.2010 -0.426
C 3.26290 -1.69866 0.93288 -0.1123 0.0651 -0.1889 0.637
O 3.75846 -2.50779 1.67107 0.0918 -0.0904 0.1409 -0.516
C 4.04894 -0.77441 0.04754 0.2517 0.3504 0.1855 -0.541
H 5.10475 -0.84652 0.30936 -0.0114 -0.0167 -0.0116 0.241
H 3.89952 -1.10367 -0.98312 0.0289 0.0230 -0.0003 0.256
C 3.58764 0.68734 0.17172 0.0111 -0.0409 -0.8071 0.302
O 3.84475 1.09285 1.49338 0.1306 -0.0185 0.3676 -0.741
H 3.39768 1.94286 1.63718 -0.0173 -0.0725 -0.0513 0.497
C 4.36622 1.55961 -0.82337 -0.1308 -0.2186 0.3040 -0.635
H 4.17378 1.24222 -1.84449 -0.0169 -0.0265 -0.1644 0.211
H 5.43118 1.48098 -0.61995 0.0950 -0.0010 0.0105 0.223
H 4.07432 2.60245 -0.71547 -0.0054 0.1187 -0.0075 0.212
C 2.07440 0.75283 -0.14824 0.0867 0.1470 0.3750 -0.374
C 1.56741 2.17303 -0.03052 0.2227 -0.2842 -0.0013 0.844
O 1.81731 2.90775 0.89773 -0.0055 0.1053 0.1385 -0.641
O 0.81295 2.50890 -1.06650 -0.0428 -0.0269 -0.4318 -0.505
C 0.20232 3.80202 -1.07187 -0.1188 0.6089 0.1116 -0.082
C 0.20585 4.34468 -2.48992 0.0597 -0.3372 0.3230 -0.621
H -0.28945 5.31102 -2.51163 -0.0567 0.1008 -0.0204 0.217
H -0.31856 3.66037 -3.15120 -0.0656 -0.0146 -0.1274 0.212
H 1.22555 4.46128 -2.84782 0.0800 0.0424 -0.0542 0.213
H 0.75455 4.45605 -0.38912 -0.1643 -0.1219 -0.1188 0.207
H -0.82088 3.68398 -0.69888 0.1439 -0.0076 0.0125 0.188
H 1.90380 0.39459 -1.16368 0.0381 0.0398 0.0746 0.258
C 1.29768 -0.10011 0.86642 -0.0717 -0.1329 -0.1416 -0.191
C -0.19833 -0.00454 0.70722 0.0272 0.0579 0.1496 -0.123
C -1.01184 0.04713 1.83172 0.0543 -0.0108 -0.1795 -0.108
C -2.38595 0.10147 1.73184 -0.1358 -0.0596 0.1284 -0.304
C -3.02646 0.09651 0.48407 0.1915 -0.0150 0.0009 0.187
C -2.19722 0.04994 -0.64597 -0.1199 0.0539 -0.1210 -0.239
C -0.82337 0.00038 -0.53286 0.0073 0.0252 0.1624 -0.202
H -0.23637 -0.03518 -1.43772 0.0691 0.0057 -0.1132 0.220
H -2.62100 0.04110 -1.63694 -0.0903 -0.0276 -0.0975 0.202
N -4.39372 0.13605 0.37402 -0.1936 0.0151 -0.0127 -0.431
C -5.25792 -0.03152 1.51964 -0.0101 0.2563 0.2288 -0.202
C -5.58745 1.29458 2.20946 0.0452 -0.2865 -0.0808 -0.618
H -6.24093 1.12160 3.06060 -0.0936 0.0471 0.1255 0.210
H -4.67972 1.78094 2.55642 0.0779 0.0706 0.0479 0.211
H -6.08969 1.96695 1.51765 -0.0563 0.0839 -0.0530 0.205
H -6.18636 -0.49885 1.17814 0.0841 -0.0617 0.0337 0.195
H -4.79334 -0.71894 2.23080 -0.0849 -0.0331 -0.0686 0.202
C -5.05464 0.32406 -0.89633 0.0250 -0.2526 -0.2205 -0.202
C -5.31332 -0.99435 -1.63075 0.0357 0.2888 0.0897 -0.619
H -4.37836 -1.50934 -1.83516 0.0922 -0.0758 -0.0335 0.209
H -5.93604 -1.64855 -1.02498 -0.0671 -0.0849 0.0448 0.206
H -5.82307 -0.80475 -2.57188 -0.0722 -0.0447 -0.1398 0.210
H -6.00970 0.82366 -0.70935 0.0897 0.0561 -0.0207 0.196
H -4.45914 0.99200 -1.52384 -0.0913 0.0370 0.0500 0.200
H -2.95697 0.15781 2.64373 -0.1072 0.0250 0.0774 0.210
H -0.55897 0.05393 2.81333 0.0547 0.0158 0.1146 0.204
H 1.56526 0.25827 1.86775 -0.0418 -0.0494 -0.1614 0.244
H 1.27428 -2.13859 1.60164 0.1744 0.1107 -0.0933 0.257
H -2.05430 -3.18682 -1.09488 -0.1079 0.0197 0.0365 0.217
H -1.77096 -3.92832 -2.68112 -0.0636 -0.0678 -0.0962 0.216
H -1.13044 -2.31727 -2.32387 -0.0259 0.0789 -0.0644 0.216
```
Positions in Å, forces in eV/Å.

Properties
E in a.u.: -1402.4703
Gap between HOMO and LUMO in eV: 8.19
Total charge: 0
SMILES: CCOC(=O)[C@H]1C(=O)C[C@](C)(O)[C@H](C(=O)OCC)[C@H]1c1ccc(N(CC)CC)cc1
E_HOMO in eV: -7.59

=====

3.
Molecular formula: C3H12N3O
Method: DFT, wB97M-V/def2-TZVPD

```
19
Properties=species:S:1:pos:R:3:forces:R:3:nbo_charge:R:1
O 3.32106 1.80022 -0.75128 0.1665 -0.0888 -0.2652 -0.481
C 2.73475 1.79646 0.28984 -0.0995 0.1667 0.1951 0.419
C 1.30036 1.32572 0.36286 -0.2791 -0.0536 0.0704 -0.343
N 0.85715 0.83018 -0.96870 0.0593 0.0294 0.3181 -0.716
H 3.18192 2.14060 1.23388 0.0316 0.0042 0.0244 0.158
H 1.18785 0.54090 1.11083 0.0895 -0.1705 -0.0846 0.244
H 0.64530 2.13323 0.69072 0.0296 0.1227 -0.1006 0.250
H -0.11010 0.30979 -0.89224 -0.0899 0.0866 -0.2460 0.463
H 0.79029 1.60693 -1.63056 0.0321 -0.1454 0.0259 0.438
H 1.56865 0.19656 -1.33525 0.0243 0.0399 -0.1357 0.439
N -2.00094 -2.15524 1.16623 -0.2587 0.2903 -0.0425 -0.811
C -1.24930 -1.76325 0.01794 0.1284 0.0412 0.0067 -0.060
N -1.53692 -0.41930 -0.57985 0.0095 0.0672 0.2217 -0.874
H -1.91427 -1.49988 1.93322 0.0753 -0.1159 0.0933 0.359
H -2.98615 -2.25965 0.95511 0.0107 -0.1293 0.0510 0.371
H -0.18552 -1.78853 0.26988 -0.0295 -0.0044 0.0584 0.164
H -1.41097 -2.49274 -0.76825 0.0783 -0.0915 -0.1189 0.207
H -2.29696 -0.50518 -1.24674 0.0802 0.0900 -0.1331 0.397
H -1.89620 0.20317 0.14236 -0.0587 -0.1387 0.0615 0.375
```
Positions in Å, forces in eV/Å.

Properties
E in a.u.: -360.7597
Gap between HOMO and LUMO in eV: 10.23
Total charge: +1
E_HOMO in eV: -13.39

=====

4.
Molecular formula: C18H60N12O12
Method: DFT, wB97M-V/def2-TZVPD

```
102
Properties=species:S:1:pos:R:3:forces:R:3:mulliken_charge:R:1
C 1.60194 3.27808 -0.46468 1.0326 -1.1435 0.4445 -0.798
C 3.04815 2.96226 -0.92469 -0.8424 2.7756 0.4644 -0.498
O 3.60735 4.30028 -1.09591 0.5951 -0.6665 -0.2924 -0.578
H 1.03349 3.94767 -1.10590 -0.0934 -0.8027 -0.7689 0.652
H 1.58385 3.88315 0.44313 0.8413 -0.3415 0.3062 0.534
H 1.26799 2.26004 -0.23182 -1.3057 0.4030 -0.1286 -0.031
H 3.12110 2.38533 -1.84428 -0.1640 -0.0953 0.0451 0.393
H 3.58759 2.46209 -0.12226 0.0774 -0.0921 -0.1249 -0.011
H 3.76774 4.44456 -2.03242 0.1187 -0.0115 0.0630 0.323
C 0.67633 -3.25155 -6.17763 0.0422 -0.7579 -0.9307 -1.339
C -0.14533 -2.38663 -5.26904 -0.6541 0.4928 0.2219 0.352
O 0.65937 -1.34616 -4.74209 1.0754 0.0355 -0.1462 -0.586
H 0.80373 -2.86030 -7.19041 0.4697 0.6959 0.3299 0.350
H 0.18316 -4.18842 -6.45589 -0.2743 -0.0946 0.7017 0.390
H 1.62986 -3.51603 -5.72193 0.0539 0.1523 -0.0744 0.255
H -0.57014 -2.98729 -4.45876 0.0008 -0.0374 0.0266 -0.013
H -0.96247 -1.92045 -5.83113 -0.1936 -0.2536 -0.0248 0.282
H 0.18978 -0.73464 -4.16906 -0.5344 -0.2277 -0.0271 0.258
C -4.74958 4.12312 -0.63142 0.6135 -0.5055 1.0118 -0.868
C -4.32042 3.91691 0.81511 0.2635 0.3517 0.7547 -0.334
O -3.53897 2.72124 0.86111 -0.0974 0.0399 -0.2197 -0.405
H -5.04976 5.14903 -0.82422 -0.1367 -0.0543 -0.0707 0.372
H -5.51880 3.39767 -0.88694 -0.0028 0.1125 -0.2959 0.261
H -3.80151 3.89418 -1.12258 -0.3325 0.1363 -0.7114 0.092
H -5.11242 3.87648 1.56750 -0.3799 -0.2204 -0.3226 0.389
H -3.71654 4.77171 1.13904 0.2551 -0.0074 -0.1606 0.282
H -3.04790 2.59668 1.68957 0.0030 0.3299 0.0227 0.078
C 2.21677 1.77459 3.34947 0.1883 0.2059 -0.1508 -0.851
C 1.40539 0.63601 3.93229 0.3312 -0.4904 -0.5678 -0.242
O 1.64430 -0.58255 3.18861 -0.0821 0.8316 0.4883 -0.579
H 3.26280 1.47607 3.26046 0.0175 0.0044 0.0785 0.214
H 2.18684 2.66814 3.97795 -0.0786 -0.0085 0.0607 0.447
H 1.88893 2.05621 2.34677 -0.1083 -0.0945 -0.0081 -0.021
H 0.33430 0.82553 3.85565 -0.0402 0.2317 0.4068 0.272
H 1.70953 0.47594 4.96575 -0.2031 -0.1572 0.0624 0.416
H 0.98200 -0.51529 2.47354 0.1370 -0.7369 -0.2010 0.319
C -1.75420 -4.46675 -0.11675 -1.0101 0.2911 -0.5493 -1.020
C -1.37142 -4.26655 -1.58053 -0.5541 -0.7166 0.2717 0.090
O -0.04727 -4.66964 -1.88044 0.5533 0.6093 0.2198 -0.571
H -1.47205 -5.47597 0.17958 0.4165 0.2621 0.4331 0.320
H -2.84787 -4.44194 -0.05567 -0.0372 -0.0107 -0.1290 0.357
H -1.47526 -3.62770 0.52190 0.6844 -0.3971 0.2026 0.080
H -1.53304 -3.22469 -1.87458 -0.1261 -0.1100 -0.1549 -0.132
H -1.99350 -4.95494 -2.16065 -0.0966 0.3929 -0.1901 0.499
H 0.51967 -3.97875 -1.49644 0.2669 -0.2960 -0.0988 0.372
C -0.22872 2.46637 -3.45611 -1.2896 -0.2488 0.3408 -0.700
C -1.50612 1.62185 -3.33351 -0.8288 -0.0323 -1.6550 -0.404
O -1.17358 0.27631 -2.96469 0.1580 0.3242 0.3195 -0.395
H -0.23239 3.07587 -4.35729 0.0375 -0.1860 -0.1150 0.392
H 0.61424 1.77865 -3.45629 0.2537 0.3371 0.1549 0.219
H -0.27949 3.15216 -2.61484 0.8121 -0.0565 0.0743 0.057
H -2.05727 1.54749 -4.27785 0.3950 0.1046 -0.3006 0.475
H -2.27265 2.09814 -2.71337 0.3746 -0.2699 0.7643 0.236
H -1.95661 -0.28735 -2.97602 -0.0352 0.0876 0.0671 0.096
C 4.96441 -0.08822 0.47720 -0.4781 0.7756 -0.7532 0.713
O 5.41991 0.28384 -0.60115 0.4090 -0.2748 0.2863 -0.669
N 3.76275 -0.72346 0.54556 0.7520 0.3119 0.9516 0.079
N 5.54151 0.19891 1.69388 -0.2404 -0.5181 -0.7172 -0.420
H 3.52453 -1.09261 1.45282 -0.7314 -0.3498 -0.3827 0.081
H 3.35046 -1.02610 -0.31516 -0.3354 -0.3539 0.1704 -0.223
H 6.38400 0.74040 1.66144 -0.0652 0.1367 0.2510 0.245
H 4.96229 0.11865 2.50892 0.3317 0.1739 0.2490 0.172
C 3.09619 -3.60556 -2.00223 -0.9751 0.2354 0.6406 0.790
O 2.32625 -3.07108 -1.17978 0.2406 -0.3391 -0.6068 -0.793
N 2.95154 -4.87877 -2.44252 0.3857 0.5999 0.1404 -0.403
N 4.12809 -2.90524 -2.52227 -0.8007 -0.4671 0.4901 -0.399
H 3.74793 -5.25217 -2.92066 -0.3730 -0.6303 -0.1981 0.147
H 2.11862 -5.39449 -2.21343 0.0670 -0.1540 -0.0073 0.219
H 4.18291 -1.99593 -2.09700 1.0033 0.1546 -0.4830 0.130
H 4.78469 -3.39559 -3.09697 0.4688 0.7278 -0.0626 0.158
C -1.01037 3.20707 3.06602 -0.9405 -0.7453 -1.4692 0.547
O -1.49448 2.17700 2.57757 0.0171 -0.0243 0.5656 -0.669
N -0.28960 4.05930 2.28676 0.0775 0.6990 1.4424 -0.394
N -1.26361 3.62341 4.32832 0.5669 0.2785 -0.2858 -0.441
H -0.01230 3.82752 1.35026 -0.0458 -0.3412 0.1483 0.025
H 0.28511 4.67682 2.83941 0.3076 0.2181 -0.6826 0.217
H -1.04519 4.58141 4.53304 -0.1684 -0.0796 0.4854 0.151
H -1.80800 3.05754 4.95147 -0.0369 -0.0315 -0.0246 0.274
C -4.21397 -1.03117 0.51859 0.9504 -1.0793 0.5814 0.543
O -4.55611 -2.12400 0.06921 -0.2681 0.9461 -0.2835 -0.700
N -3.83938 -0.90756 1.82766 -0.2377 0.0447 0.3946 -0.232
N -4.01410 0.11804 -0.16607 -0.4444 -0.0033 -1.2067 0.077
H -3.94369 -1.70394 2.42774 0.0456 -0.0102 -0.0736 0.164
H -3.48985 -0.04380 2.19723 0.0489 -0.0106 0.1435 0.131
H -3.65469 0.96622 0.24143 -0.2865 0.0343 0.0812 0.024
H -4.24201 0.14057 -1.14439 -0.0865 -0.1504 0.1062 0.170
C -0.42926 -0.65165 0.28247 2.2172 0.7642 -0.0050 0.358
O -0.24094 -1.12085 1.41310 -0.9345 -0.1061 -0.2370 -0.858
N 0.12752 -1.17157 -0.83475 -0.2465 -1.2780 0.3401 0.667
N -0.88622 0.57758 0.00972 -1.2009 1.3944 0.4999 1.496
H 0.80236 -1.90279 -0.67997 0.1504 -0.0838 -0.4750 0.042
H 0.07627 -0.62319 -1.67470 0.2955 -0.4099 -0.1450 -0.323
H -0.92896 0.86473 -0.95400 -0.1782 -0.0396 0.1955 -0.265
H -1.28388 1.18751 0.70850 0.0701 -0.2528 0.2025 -0.610
C -0.82769 -2.04347 5.87092 0.5815 -2.0331 0.0498 0.472
O -1.39681 -2.48895 6.85889 -0.1731 1.0916 -0.1319 -0.671
N 0.50596 -2.26175 5.64634 -0.0362 0.6972 -0.6604 -0.228
N -1.45909 -1.46568 4.78206 -0.1238 0.1423 1.1425 -0.198
H 0.80830 -2.16112 4.69065 0.5681 0.1982 0.1320 0.138
H 1.12208 -2.68633 6.31017 -0.3242 -0.1567 0.2033 0.200
H -2.44893 -1.63641 4.86973 0.0129 0.0851 -0.5815 0.213
H -0.98547 -1.56937 3.89859 -0.4037 0.1289 -0.3392 0.101
```
Positions in Å, forces in eV/Å.

Properties
E in a.u.: -2281.9559
Gap between HOMO and LUMO in eV: 9.36
Total charge: 0
SMILES: NC(N)=O.NC(N)=O.NC(N)=O.NC(N)=O.NC(N)=O.NC(N)=O.CCO.CCO.CCO.CCO.CCO.CCO
E_HOMO in eV: -9.24